[1]
{"formula": "C19H26N4O2", "method": "ωB97M-V/def2-TZVPD", "elements": ["C", "H", "H", "H", "C", "N", "C", "C", "C", "C", "C", "C", "N", "C", "C", "H", "H", "H", "H", "C", "O", "N", "H", "N", "C", "O", "C", "H", "H", "C", "C", "H", "C", "C", "C", "H", "H", "C", "H", "H", "H", "H", "H", "H", "H", "H", "H", "H", "H", "H", "H"], "xyz": [[-6.27, -1.10, 1.94], [-6.83, -1.04, 2.86], [-5.41, -1.75, 2.08], [-6.90, -1.53, 1.17], [-5.80, 0.30, 1.52], [-5.04, 0.26, 0.30], [-3.71, -0.05, 0.20], [-2.73, -0.33, 1.14], [-1.46, -0.60, 0.68], [-1.16, -0.59, -0.69], [-2.13, -0.29, -1.64], [-3.42, -0.02, -1.19], [-4.56, 0.28, -1.88], [-5.49, 0.44, -0.98], [-6.90, 0.79, -1.30], [-7.16, 1.75, -0.86], [-7.00, 0.85, -2.38], [-7.58, 0.04, -0.91], [-1.89, -0.26, -2.69], [0.21, -0.87, -1.19], [0.66, -0.41, -2.23], [0.93, -1.75, -0.46], [0.72, -2.04, 0.48], [2.27, -1.95, -0.80], [3.19, -2.13, 0.18], [2.86, -2.36, 1.33], [4.62, -2.11, -0.31], [5.26, -2.35, 0.54], [4.74, -2.89, -1.06], [5.04, -0.76, -0.90], [4.93, 0.40, 0.08], [5.38, 0.10, 1.04], [3.50, 0.90, 0.35], [3.63, 2.39, 0.72], [5.11, 2.75, 0.52], [5.64, 2.70, 1.48], [5.25, 3.75, 0.12], [5.65, 1.66, -0.41], [5.35, 1.87, -1.44], [6.73, 1.57, -0.37], [3.00, 3.00, 0.07], [3.32, 2.58, 1.74], [3.01, 0.34, 1.14], [2.90, 0.80, -0.56], [4.44, -0.53, -1.79], [6.08, -0.84, -1.23], [2.48, -1.55, -1.71], [-0.68, -0.79, 1.40], [-2.94, -0.33, 2.20], [-6.67, 0.95, 1.37], [-5.17, 0.73, 2.31]], "nbo_charge": [-0.6132, 0.2163, 0.2160, 0.2102, -0.2066, -0.3663, 0.1088, -0.2399, -0.2001, -0.1640, -0.1736, 0.1638, -0.4816, 0.4095, -0.6644, 0.2256, 0.2542, 0.2228, 0.2441, 0.6533, -0.6390, -0.4473, 0.4255, -0.4584, 0.6702, -0.6369, -0.4944, 0.2325, 0.2293, -0.3772, -0.2205, 0.1981, -0.4228, -0.4045, -0.3995, 0.1958, 0.2089, -0.3948, 0.1950, 0.2080, 0.2052, 0.2055, 0.2212, 0.2062, 0.1944, 0.2129, 0.4260, 0.2118, 0.2151, 0.2110, 0.2079], "energy_ha": -1109.16136, "de_lowest_kcal_mol": 28.0, "smiles": "CCn1c(C)nc2cc(C(=O)NNC(=O)CCC3CCCC3)ccc21"}

[2]
{"formula": "C2H4NP", "method": "ωB97M-V/def2-TZVPD", "elements": ["C", "C", "N", "P", "H", "H", "H", "H"], "xyz": [[1.11, -0.16, -0.53], [-3.19, -0.18, 0.08], [-2.35, 0.65, 0.10], [1.39, -0.66, 1.04], [2.03, -0.08, -1.14], [0.09, 0.18, -0.79], [2.68, -1.19, 0.98], [-1.76, 1.44, 0.27]], "nbo_charge": [-0.7381, 0.3107, -0.7619, 0.3792, 0.2136, 0.2059, -0.0600, 0.4506], "energy_ha": -474.49451, "multiplicity": 3, "de_lowest_kcal_mol": 71.6, "s2": 2.006}

[3]
{"formula": "C4H8O3S", "method": "ωB97M-V/def2-TZVPD", "elements": ["C", "C", "C", "C", "O", "O", "O", "S", "H", "H", "H", "H", "H", "H", "H", "H"], "xyz": [[-0.53, -0.89, -1.38], [-0.52, -1.84, -0.23], [-0.57, -0.51, 0.03], [1.06, 1.79, -0.03], [1.87, -0.51, 0.96], [0.21, 0.81, 2.21], [-2.05, 0.34, 0.62], [0.69, 0.32, 0.97], [0.52, -0.58, -1.78], [-1.29, -0.60, -2.07], [-1.36, -2.56, -0.02], [0.42, -2.47, 0.04], [1.89, 2.28, 0.27], [1.20, 1.31, -0.93], [0.23, 2.38, -0.07], [-1.77, 0.74, 1.43]], "nbo_charge": [-0.4274, -0.4680, -0.0289, -0.8212, -0.9391, -0.9424, -0.7459, 2.1750, 0.2216, 0.2608, 0.2700, 0.2735, 0.2449, 0.2158, 0.2367, 0.4746], "energy_ha": -780.96802, "de_lowest_kcal_mol": 103.7}

[4]
{"formula": "C2H2N2O2S", "method": "ωB97M-V/def2-TZVPD", "elements": ["C", "C", "H", "H", "N", "N", "O", "O", "S"], "xyz": [[0.27, 1.02, 0.00], [-1.61, -0.11, -0.09], [2.48, -0.99, -0.35], [1.08, 1.62, 0.20], [0.74, -0.35, -0.24], [-0.97, 1.13, 0.10], [1.69, -0.87, 0.42], [-0.56, -0.97, -0.17], [-3.14, -0.47, 0.13]], "nbo_charge": [0.2481, 0.2585, 0.4910, 0.1962, 0.0890, -0.4630, -0.4774, -0.3573, 0.0149], "energy_ha": -735.41867, "de_lowest_kcal_mol": 105.8, "smiles": "On1cnc(=S)o1"}

[5]
{"formula": "CH3B2F8NO2Tl", "method": "ωB97M-V/def2-TZVPD", "elements": ["Tl", "B", "F", "F", "F", "F", "B", "F", "F", "F", "F", "C", "N", "O", "O", "H", "H", "H"], "xyz": [[1.95, 0.82, -0.36], [3.57, -2.18, -0.01], [4.12, -1.03, -0.41], [3.80, -2.24, 1.29], [2.28, -2.06, -0.23], [4.14, -3.23, -0.58], [-0.80, 2.77, -0.06], [-0.67, 1.92, -1.14], [-0.61, 2.01, 1.10], [0.36, 3.57, -0.01], [-1.98, 3.52, -0.04], [-2.86, -0.29, -0.24], [-1.63, -0.84, 0.47], [-0.51, -0.86, -0.07], [-1.84, -1.44, 1.49], [-3.62, -0.01, 0.50], [-3.22, -1.04, -0.95], [-2.48, 0.58, -0.77]], "nbo_charge": [1.0595, 1.2673, -0.5452, -0.5042, -0.5183, -0.4959, 1.3246, -0.5784, -0.5871, -0.5750, -0.5417, -0.4786, 0.5287, -0.0309, -0.1453, 0.2730, 0.2640, 0.2834], "energy_ha": -1266.42600, "multiplicity": 2, "de_lowest_kcal_mol": 0.0, "s2": 0.760}

[6]
{"formula": "C12H7BrIrN2O6", "method": "ωB97M-V/def2-TZVPD", "elements": ["Ir", "O", "C", "C", "C", "N", "C", "C", "C", "O", "O", "C", "O", "O", "H", "H", "H", "O", "C", "C", "C", "N", "C", "Br", "C", "H", "H", "H", "H"], "xyz": [[-0.30, 0.45, 0.02], [5.69, 1.11, 0.09], [4.39, 0.98, 0.01], [3.68, 0.89, -1.21], [2.32, 0.76, -1.16], [1.69, 0.75, 0.01], [2.32, 0.77, 1.19], [3.68, 0.89, 1.23], [1.38, 0.59, 2.35], [1.62, 0.62, 3.50], [0.07, 0.35, 1.87], [1.37, 0.57, -2.32], [1.62, 0.59, -3.46], [0.07, 0.33, -1.84], [6.14, 1.15, -0.76], [4.19, 0.90, -2.17], [4.21, 0.91, 2.18], [-5.95, -1.90, 0.06], [-4.72, -1.46, 0.05], [-3.58, -2.29, 0.03], [-2.34, -1.74, 0.02], [-2.16, -0.38, 0.02], [-3.27, 0.35, 0.04], [-1.03, 2.85, 0.03], [-4.55, -0.06, 0.05], [-6.02, -2.87, 0.06], [-3.68, -3.37, 0.03], [-1.44, -2.35, 0.02], [-5.40, 0.61, 0.06]], "nbo_charge": [1.5497, -0.5724, 0.4246, -0.2384, 0.1186, -0.4814, 0.0970, -0.2007, 0.7414, -0.3787, -0.5814, 0.7397, -0.3862, -0.5868, 0.5222, 0.2818, 0.2959, -0.5700, 0.4583, -0.2967, 0.0746, -0.6303, 0.4454, 0.2413, -0.3908, 0.5206, 0.2671, 0.2397, 0.2961], "energy_ha": -3700.02364, "total_charge": 2, "multiplicity": 6, "s2": 8.777}